H18NO7 | the ωB97M-V functional and the def2-TZVPD basis

Each line ends with the Mulliken charge.
Geometry (Å):
N  -20.187  -15.961  -7.452  -0.13
H  -20.520  -16.535  -6.676  0.35
H  -19.288  -16.320  -7.913  0.36
H  -20.379  -15.092  -7.398  0.22
H  -20.959  -15.855  -8.177  0.15
O  -20.558  -17.036  -10.128  -0.64
H  -20.077  -17.097  -11.006  0.32
H  -21.287  -17.742  -10.227  0.33
O  -22.338  -16.867  -4.944  -0.62
H  -23.004  -16.192  -5.182  0.33
H  -22.458  -17.645  -5.291  0.30
O  -17.900  -15.640  -11.261  -0.62
H  -17.206  -14.981  -11.432  0.31
H  -17.875  -15.428  -10.334  0.33
O  -21.886  -12.827  -6.233  -0.62
H  -21.560  -12.479  -5.400  0.32
H  -22.592  -13.457  -6.059  0.29
O  -17.935  -14.332  -8.813  -0.62
H  -18.747  -13.857  -9.036  0.36
H  -17.515  -13.742  -8.288  0.26
O  -20.744  -13.073  -8.894  -0.60
H  -20.691  -12.405  -9.628  0.30
H  -21.319  -12.655  -8.296  0.28
O  -23.410  -15.372  -9.741  -0.63
H  -22.519  -15.689  -10.092  0.34
H  -23.582  -14.450  -9.753  0.31

- E_HOMO (eV) = -14.1
- total energy (a.u.) = -591.92459
- net charge = +1
- ΔE to the lowest compared entry with this formula, charge and spin (kJ/mol) = 413.7
- F_max (hartree/bohr) = 0.1862